(1)
44
Properties=species:S:1:pos:R:3 method="wB97M-V/def2-TZVPD" smiles="CNC(=O)[C@H](CO)NC(C)=O.CC(C)=CCOP(=O)(O)O" orbital_gap_ev=9.641 e_lumo_ev=0.307
O 3.76121 1.98615 3.43559
O 1.00073 -1.25199 0.79460
O -1.23050 -4.25853 -4.19841
O -0.21997 0.31763 3.23298
O 0.88669 -4.08240 -2.78206
O -1.27758 -5.25938 -2.08494
O -1.10352 -2.58285 -2.23457
C 3.61828 2.32841 2.27057
C 1.12355 -0.03613 0.70111
C -2.79434 -0.20021 -0.68562
C -2.23033 -1.45049 -0.50575
N 0.73676 0.54668 -0.44316
N 2.67703 1.82459 1.47281
C 4.52454 3.37817 1.67237
C -3.51246 0.20762 -1.94804
C -2.67314 0.82115 0.41531
C -2.30803 -2.60480 -1.46539
C 0.72533 1.95999 -0.82225
C 0.66066 1.32458 2.78339
C 1.75435 0.74852 1.87258
P -0.69058 -4.02526 -2.85071
H 0.26920 -0.29797 3.78768
H 1.05560 -3.83055 -1.86695
H -1.28863 -5.86927 -2.83723
H -1.69734 -1.64333 0.42193
H 0.32067 -0.10208 -1.09879
H 2.64309 2.14383 0.51959
H 5.06522 2.95232 0.82950
H 3.92996 4.22944 1.34730
H 5.23577 3.70116 2.43217
H -3.21337 1.21985 -2.23486
H -4.59344 0.19946 -1.78093
H -3.28016 -0.45427 -2.78611
H -3.66790 1.14315 0.73673
H -2.12242 1.69620 0.06019
H -2.14859 0.41328 1.28416
H -3.17945 -2.53047 -2.12362
H -2.42631 -3.51877 -0.87340
H -0.00505 2.11002 -1.61995
H 0.44131 2.58825 0.02309
H 1.70580 2.25687 -1.19753
H 1.11933 1.80333 3.64950
H 0.08863 2.07365 2.23599
H 2.31941 0.02447 2.46112



(2)
42
Properties=species:S:1:pos:R:3 method="wB97M-V/def2-TZVPD" relative_energy_kcal_mol=164.55 orbital_gap_ev=2.063 e_lumo_ev=-1.712
C -2.67120 1.21272 1.33478
C -1.68709 0.22737 0.78196
O -1.98848 -0.87784 0.39702
N -0.32373 0.71742 0.68906
C 0.22631 1.20293 1.99043
C 0.00683 0.39055 3.23171
O 0.84994 2.24261 1.98869
S 0.63829 -0.46413 -0.09732
C 0.49515 0.06482 -1.81530
C -0.90819 -0.22285 -2.37469
N -1.82982 0.88166 -2.30670
C 2.34397 -0.06302 0.29086
C 2.82468 -0.68865 1.61627
O 2.81121 0.00847 2.60945
N 3.28000 -2.03001 1.64472
C 2.18325 -2.99936 1.52382
C 4.39470 -2.28912 0.72663
H -2.46267 2.23066 1.03977
H -2.71356 1.10473 2.40772
H -3.62974 0.93444 0.92908
H 0.01502 -0.67405 3.03640
H -0.92666 0.66342 3.70155
H 0.81055 0.62749 3.90537
H 0.76904 1.10885 -1.87090
H 1.23987 -0.53547 -2.32748
H -1.31924 -1.11277 -1.91970
H -0.76549 -0.47081 -3.41699
H -1.76038 1.39107 -1.43645
H -1.59223 1.55617 -3.02216
H 2.47419 1.00964 0.30417
H 2.90544 -0.45300 -0.54792
H 1.47167 -2.80435 2.31499
H 1.68222 -2.99384 0.56013
H 2.59130 -3.97410 1.73344
H 4.43167 -1.62694 -0.13448
H 4.36230 -3.30606 0.37184
H 5.32540 -2.16952 1.26280
C -4.70126 2.45394 -3.85189
O -4.19515 3.17379 -4.86022
H -5.03262 3.03118 -2.93124
H -5.61865 1.83243 -4.07183
H -4.00681 1.68950 -3.40742



(3)
54
Properties=species:S:1:pos:R:3 method="wB97M-V/def2-TZVPD" orbital_gap_ev=8.272 charge=-1 e_lumo_ev=2.015
C -1.88468 1.25827 0.34041
B -2.70505 2.08614 -0.73076
O -2.05145 2.82682 -1.65174
S -4.60082 2.06477 -0.73540
O -5.03622 2.17081 0.64724
O -4.97764 3.20078 -1.55988
N -4.98725 0.63975 -1.46900
S -6.26717 -0.09907 -0.81594
O -6.59154 -1.21874 -1.64354
O -6.04030 -0.55565 0.52593
S -8.06064 1.11549 -0.90546
O -7.92984 2.02307 -2.00156
O -9.14505 0.22188 -1.16168
C -8.46216 2.01177 0.69696
F -7.71735 1.62441 1.70653
F -9.71758 1.65289 1.01645
C -8.49678 3.55701 0.54492
F -9.44042 3.89117 -0.31954
F -8.76904 4.10739 1.72765
F -7.36560 4.06577 0.13040
H -2.05936 1.63329 1.35510
H -0.83369 1.32753 0.03469
H -2.20524 0.20767 0.28079
H -2.58690 3.59816 -1.91029
C 1.67933 0.73061 3.57774
C 1.18015 -0.15500 2.44793
O 1.38089 0.39546 1.16051
C 2.72111 0.66312 0.79071
C 3.61543 -0.56530 0.78905
H 1.19556 1.70828 3.53674
H 1.46141 0.27086 4.54316
H 2.75693 0.89483 3.52293
H 0.10327 -0.29119 2.55376
H 1.62687 -1.15390 2.50863
H 3.13990 1.45036 1.42888
H 2.67967 1.07380 -0.21928
H 3.69694 -1.01347 1.78101
H 4.62064 -0.30279 0.45718
H 3.21634 -1.32684 0.11763
C 7.45207 -4.01524 -0.06212
C 6.12220 -3.80533 -0.76723
O 5.85314 -2.45296 -1.08791
C 6.77865 -1.81393 -1.94818
C 6.91124 -2.47816 -3.30813
H 7.49432 -3.42426 0.85474
H 7.58330 -5.06818 0.19218
H 8.29652 -3.71573 -0.68472
H 5.31614 -4.12550 -0.10597
H 6.05367 -4.42993 -1.66465
H 7.75538 -1.72860 -1.45813
H 6.41123 -0.79565 -2.08432
H 7.28285 -3.50094 -3.23011
H 7.60470 -1.91716 -3.93648
H 5.94190 -2.51860 -3.80781



(4)
50
Properties=species:S:1:pos:R:3 method="wB97M-V/def2-TZVPD" orbital_gap_ev=6.641 charge=+1 e_lumo_ev=-4.366
O 1.41239 3.14139 -0.26556
C 0.56930 3.54136 -1.00014
F 0.35532 4.83929 -1.10430
N -0.22221 2.65710 -1.82061
C 0.44622 2.37130 -3.05503
O 0.51877 3.20563 -3.91080
C 1.02603 0.97159 -3.27479
N 0.48334 -0.14834 -2.81935
C 1.23816 -1.23260 -3.24794
C 2.26615 -0.68348 -3.94799
N 2.12291 0.69084 -3.95520
O 2.96543 1.51324 -4.60965
B 3.68185 2.42314 -3.73338
O 3.76745 3.71253 -4.13940
O 4.24434 2.08895 -2.54539
H -0.23425 1.77598 -1.30334
H -0.36206 -0.20590 -2.24631
H 1.03923 -2.28250 -3.07066
H 3.07377 -1.19372 -4.46558
H 3.18730 3.82799 -4.90651
H 4.21233 1.14299 -2.35687
O -1.60971 -1.02195 -0.05369
P -1.63854 -1.38690 1.43980
N -1.81841 0.22232 2.03488
C -0.73778 1.16812 1.89594
C -3.08503 0.83032 1.63728
N -0.03958 -1.98505 1.52079
C 1.02411 -1.45798 2.34861
C 0.48570 -2.55167 0.29949
N -1.86643 -2.04479 3.06956
C -2.53657 -3.36231 3.01029
C -2.41878 -1.29020 4.19378
H -1.03970 2.15978 2.23994
H -0.39551 1.25350 0.85364
H 0.10800 0.90875 2.52866
H -3.91212 0.12994 1.79428
H -3.08758 1.12242 0.58030
H -3.29663 1.71146 2.24613
H 1.52640 -0.60905 1.86930
H 1.77921 -2.22654 2.53561
H 0.66723 -1.14943 3.33077
H 0.84611 -1.76112 -0.37963
H -0.27919 -3.12308 -0.22443
H 1.30656 -3.24419 0.49911
H -3.59321 -3.26192 2.75146
H -2.45463 -3.88659 3.96232
H -2.06067 -3.99488 2.25493
H -3.44072 -0.94715 4.01157
H -1.79309 -0.43732 4.44208
H -2.43118 -1.92124 5.08602



(5)
54
Properties=species:S:1:pos:R:3 method="wB97M-V/def2-TZVPD" relative_energy_kcal_mol=199.70 orbital_gap_ev=2.321 charge=-2 e_lumo_ev=2.608
Ba 0.77444 1.26329 0.80544
C 3.85430 4.02407 4.04796
O 3.86438 2.79004 4.09647
O 4.90823 4.67672 4.05662
O 2.84750 4.60720 3.59491
C 4.55021 4.41019 -2.24066
O 5.51833 5.13597 -2.05954
O 3.41872 4.81635 -1.97718
O 4.66248 3.23482 -1.91202
O 0.88359 -3.43048 -6.20830
S 2.12464 -3.16804 -5.50821
O 2.12081 -2.59842 -4.12380
O 2.98215 -4.67019 -5.53572
C 4.01283 -4.81237 -4.45545
C 5.05322 -5.74521 -5.08127
C 3.35730 -2.08028 -6.41994
H 3.53594 -5.35531 -3.63943
H 4.29081 -3.91113 -3.90901
H 5.93642 -5.24220 -5.47502
H 4.58528 -6.38293 -5.83123
H 5.46202 -6.25645 -4.20971
H 3.24112 -1.04888 -6.08706
H 3.12603 -2.10172 -7.48491
H 4.39313 -2.39249 -6.28694
O -4.03655 3.26603 -2.42613
S -4.18601 3.52120 -3.86238
O -3.22651 3.20173 -4.92826
O -5.66751 2.90296 -4.34594
C -5.66819 2.05827 -5.41041
C -7.01942 1.40645 -5.54837
C -4.71603 5.28250 -4.07544
H -4.93913 1.24863 -5.37820
H -5.55505 2.50951 -6.39615
H -7.13388 0.70992 -6.37894
H -7.83543 2.12907 -5.54087
H -7.28408 0.81171 -4.67411
H -5.40545 5.56306 -3.27916
H -5.22975 5.40318 -5.02918
H -3.81528 5.89626 -4.08105
O -1.09254 -0.49489 6.83238
S -1.29256 -0.62117 8.26452
O -2.64004 -0.54825 8.81202
O -0.58489 -2.01091 8.83874
C -0.70450 -2.19062 10.26865
C -0.09405 -3.53641 10.51671
C -0.14322 0.55581 9.06683
H -1.71108 -2.04495 10.66064
H 0.02790 -1.49671 10.68117
H -0.36756 -4.40419 9.91650
H -0.32397 -3.88985 11.52185
H 0.97138 -3.38605 10.34250
H -0.45633 1.47385 8.56955
H 0.87992 0.34515 8.75556
H -0.25408 0.57614 10.15098



(6)
48
Properties=species:S:1:pos:R:3 method="wB97M-V/def2-TZVPD" orbital_gap_ev=6.970 charge=+1 e_lumo_ev=-4.582
C -1.05196 -2.23573 -2.98958
C -1.08410 -0.96758 -2.13242
Br -2.47234 -1.27884 -0.75936
C 0.30092 -0.68161 -1.55991
C 0.52050 0.25544 -0.34894
C -0.29892 1.55793 -0.49598
C 0.20941 2.61856 -1.46490
O 0.31702 2.15591 -2.82084
C -0.70759 2.52413 -3.63979
O -0.87236 3.61990 -4.06037
C 2.05318 0.55288 -0.48142
O 2.59112 0.88061 -1.49387
N 2.72809 0.35199 0.72316
C 1.76422 0.20330 1.78046
I 1.50666 2.32383 2.50670
P 2.55360 -0.78876 3.18296
O 4.00622 -0.08443 3.19892
O 1.74807 -0.12796 4.44077
C 0.48257 -0.39746 1.09408
C 0.59034 -1.95091 1.11698
N 1.86919 -2.45632 0.59698
P -0.97133 -0.07370 2.24261
N -1.90141 -1.30810 2.53598
H -1.24297 -3.11709 -2.37604
H -1.77338 -2.19915 -3.80230
H -0.04554 -2.36326 -3.39141
H -1.43890 -0.15517 -2.75926
H 0.79659 -1.63644 -1.39696
H 0.82777 -0.19601 -2.38566
H -0.35667 2.06146 0.46601
H -1.32873 1.31429 -0.78372
H -0.47008 3.47464 -1.43447
H 1.18209 2.99505 -1.15150
H -1.37475 1.68153 -3.89375
H 3.37736 -0.42927 0.67585
H 3.98590 0.87686 3.05668
H 1.74828 -0.73292 5.19392
H 0.41616 -2.31863 2.12862
H -0.23213 -2.34612 0.52297
H 2.38327 -2.93983 1.32302
H 1.72620 -3.11712 -0.15495
H -1.65282 1.05012 1.73692
H -0.34231 0.38489 3.39732
H -2.87832 -1.16794 2.31867
O -4.14105 1.20158 0.42374
H -3.69642 0.32040 0.20447
H -4.67488 1.14895 1.24149
H -4.67577 1.51613 -0.33185



(7)
41
Properties=species:S:1:pos:R:3 method="wB97M-V/def2-TZVPD" orbital_gap_ev=5.599 e_lumo_ev=-0.820
C -2.58867 1.91142 -4.54015
C -2.15321 1.99053 -3.40236
P -1.56170 1.81460 -1.56392
C -2.12967 3.62576 -1.22217
O -1.00939 4.50879 -1.39781
C -1.42337 5.85190 -1.19197
C -1.09204 1.53404 0.30503
Cl -0.10027 2.73503 1.20056
C -1.47047 0.44541 0.99775
C -1.11910 0.22556 2.48956
Cl -2.42655 -0.86410 0.21791
H -3.18540 1.70668 -5.42389
H -0.25814 2.33782 -1.89159
H -1.09912 0.48143 -1.90016
H -2.89745 1.36706 -1.23315
H -2.51331 3.65389 -0.17140
H -2.89393 3.95326 -1.96607
H -2.01032 5.94084 -0.24482
H -2.10978 6.13640 -2.02472
H -0.56329 6.54699 -1.19072
H -1.59197 0.99902 3.12939
H -1.55387 -0.74323 2.83678
H -0.02759 0.16392 2.66355
C 2.26231 -3.90487 -0.54826
C 1.57766 -2.67207 0.02636
C 2.39676 -1.92932 1.08255
O 2.40393 -2.64829 2.30855
C 3.49838 -3.55126 2.47598
N 0.31009 -3.10437 0.69977
H 2.28433 -4.73637 0.15861
H 1.73395 -4.25456 -1.43794
H 3.28671 -3.67646 -0.84048
H 1.29819 -1.99552 -0.78296
H 1.90380 -0.97531 1.29394
H 3.40457 -1.69761 0.73280
H 4.37715 -3.24357 1.90672
H 3.19836 -4.55811 2.17759
H 3.75338 -3.57802 3.53421
H -0.23587 -3.77252 0.15466
H -0.28716 -2.29785 0.91826
H 0.55591 -3.52822 1.60391



(8)
42
Properties=species:S:1:pos:R:3 method="wB97M-V/def2-TZVPD" multiplicity=3 orbital_gap_ev="6.526 / 6.663" charge=+2 e_lumo_ev="-7.842 / -7.819"
C -3.17074 -4.10694 -1.97483
C -2.29903 -4.09968 -0.83861
H -3.61151 -5.12122 -2.01914
H -2.58831 -3.87498 -2.88996
H -3.95130 -3.32945 -1.84679
O -1.64540 -4.27491 0.10628
I -1.56198 -0.63897 -1.70212
V 0.08532 0.15334 0.03316
P -1.52848 1.08635 1.57548
C -1.04960 1.21050 3.33325
C -2.19800 2.75636 1.23045
H -3.21363 2.82639 1.63816
H -3.80751 0.65085 2.20303
H -2.21268 2.92596 0.15230
H -3.41014 -0.16898 0.65465
H -0.19381 1.89030 3.43199
H -1.55551 3.51839 1.69041
C -3.04406 0.07689 1.65458
H -1.88662 1.58558 3.94331
H -2.83194 -0.85751 2.18750
H -0.73807 0.22237 3.70171
P 2.10090 -0.37768 -1.20218
C 3.62735 -0.67807 -0.24569
C 1.92092 -1.92703 -2.14541
H 1.80425 1.30116 -2.92593
H 3.20790 0.23712 -3.26798
H 3.32535 1.55090 -2.04695
C 2.66768 0.79329 -2.49236
H 0.98440 -1.94220 -2.70842
H 2.77531 -2.00806 -2.83586
H 4.45720 -0.97178 -0.90807
H 3.44788 -1.47107 0.49473
H 1.92491 -2.77700 -1.45281
H 3.90197 0.23369 0.29967
C 1.02640 -0.40931 1.55620
O 1.67368 -0.63452 2.52325
C 1.54439 2.80839 0.53456
C 0.57264 2.20950 -0.40764
O 0.03169 2.70691 -1.38604
H 2.50463 2.26667 0.52222
H 1.16772 2.80011 1.57065
H 1.74581 3.85833 0.25928



(9)
36
Properties=species:S:1:pos:R:3 method="wB97M-V/def2-TZVPD" relative_energy_kcal_mol=23.80 smiles="CC(C)C([SiH3])=C(C(C)C)C(C)C" orbital_gap_ev=9.545 e_lumo_ev=0.833
C 0.46918 0.19288 -0.04322
C -0.86902 0.47969 -0.09159
C 2.38975 1.11271 -1.35980
C 2.51239 1.14970 1.31133
C 1.13662 -2.10694 -1.15820
C 0.53862 -2.14285 1.29542
C -2.92794 0.18987 1.27217
C -2.78196 -0.69500 -1.17019
C 1.55172 1.25790 -0.03812
C 1.07165 -1.20754 0.20032
C -1.96812 -0.43405 0.20782
Si -1.31464 2.30850 -0.35025
H 3.17694 0.37005 -1.39256
H 2.94387 2.07620 -1.45053
H 1.65766 1.00323 -2.06638
H 3.38087 0.55526 0.99971
H 2.71903 2.16694 1.67899
H 1.93791 0.50565 1.96417
H 1.73125 -3.00668 -0.94479
H 0.05685 -2.45216 -1.46803
H 1.53961 -1.56054 -2.03085
H 0.45717 -1.70373 2.36555
H 1.36659 -2.82701 1.40786
H -0.37301 -2.50148 0.95898
H -3.78945 0.62113 0.90677
H -3.21912 -0.65648 2.04443
H -2.28957 0.79830 1.95650
H -3.74230 -1.21213 -1.03080
H -2.12610 -1.33708 -1.76405
H -2.82681 0.32816 -1.63748
H 1.30206 2.32084 -0.08508
H 2.12873 -0.98141 0.23553
H -1.72818 -1.36146 0.57748
H -1.04989 3.27152 0.69132
H -2.63612 2.46333 -0.72326
H -0.42622 3.01468 -1.26918



(10)
44
Properties=species:S:1:pos:R:3 method="wB97M-V/def2-TZVPD" orbital_gap_ev=6.359 charge=-1 e_lumo_ev=2.232
C 6.13812 1.35513 -1.43711
C 4.96816 0.68769 -0.63683
C 4.11988 -0.27073 -1.49926
O 3.78072 -1.48828 -0.89719
C 3.20028 -1.35591 0.42501
Nb 1.17883 -0.26267 0.62535
B 0.44902 -1.35208 -1.26509
C 0.33277 -0.74969 -2.75186
O 0.07193 -2.74519 -1.14026
B -0.90115 0.81579 0.51699
O -2.13793 0.12396 0.62272
O -0.95465 2.23953 0.36477
C -0.54334 2.66411 -0.92368
H 7.09341 0.89634 -1.15540
H 6.00722 1.20156 -2.51725
H 6.20396 2.43151 -1.24610
H 5.44736 0.14874 0.19250
H 4.37014 1.47305 -0.15853
H 4.74234 -0.53173 -2.37316
H 3.25145 0.26311 -1.92352
H 2.97579 -2.39802 0.73609
H 3.93127 -0.99919 1.18099
H 0.44434 -1.62382 1.62775
H 1.54855 0.55074 2.23793
H 1.83956 1.17717 -0.26470
H 1.08146 -1.27960 -3.36865
H -0.67024 -0.97646 -3.14925
H 0.54763 0.32393 -2.72691
H 0.83280 -3.20564 -0.80509
H -1.96047 -0.73609 0.98940
H -1.10794 3.58144 -1.15896
H 0.51954 2.93446 -0.94958
H -0.78583 1.93539 -1.70763
N -7.26896 -0.79693 3.14884
C -6.80365 -1.65110 2.23304
C -5.71394 -1.39174 1.41705
C -5.06434 -0.17388 1.55065
C -5.53104 0.72809 2.49408
C -6.62700 0.36973 3.26238
H -7.34323 -2.58950 2.16062
H -5.38108 -2.12471 0.69418
H -4.20570 0.06975 0.93046
H -5.05249 1.68853 2.63036
H -7.02353 1.04319 4.01485



(11)
45
Properties=species:S:1:pos:R:3 method="wB97M-V/def2-TZVPD" smiles=CC(C)C[C@@H](C)COBP(O)I.BrCCBr.BrCCBr orbital_gap_ev=7.439 e_lumo_ev=-1.246
C 3.24994 0.17421 0.31077
C 2.36626 -0.83685 -0.68590
C 2.11637 -0.08787 -2.14020
C 0.93434 -1.09415 0.06976
C 0.06637 -2.37178 -0.57189
C 0.95478 -3.72686 -0.15905
C -1.34161 -2.41754 0.26539
O -2.51922 -2.83675 -0.50851
B -3.00160 -1.78379 -1.42220
P -3.73663 -0.08475 -0.93674
O -3.40231 0.33208 0.73852
I -6.24260 -0.14987 -1.00763
H 2.54133 0.90676 0.91378
H 3.76476 -0.51947 1.11351
H 4.04128 0.80500 -0.27831
H 2.91554 -1.84941 -0.90618
H 1.56419 -0.79808 -2.92381
H 3.16200 0.23170 -2.58039
H 1.44964 0.87281 -2.00074
H 0.25063 -0.14743 -0.01771
H 1.11334 -1.30167 1.23158
H -0.05085 -2.27870 -1.73774
H 0.31992 -4.71024 -0.17096
H 1.93346 -3.83600 -0.82480
H 1.36023 -3.61490 0.95707
H -1.19650 -3.24198 1.11652
H -1.44973 -1.39713 0.82756
H -2.95940 -2.03562 -2.59324
H -3.52234 1.34687 0.75372
Br 1.28716 2.98857 -4.56100
C 1.51562 4.50892 -3.36078
C 2.96505 4.68501 -2.97110
Br 3.49998 3.37306 -1.63025
H 0.85332 4.34386 -2.50665
H 1.16110 5.37417 -3.92754
H 3.12076 5.65688 -2.49547
H 3.65622 4.58173 -3.81196
Br -2.71362 2.27433 4.21724
C -2.98454 0.34762 4.08084
C -2.93564 -0.30911 5.44100
Br -1.09971 -0.47585 6.07882
H -2.22946 -0.03276 3.38759
H -3.97472 0.23096 3.63197
H -3.31196 -1.33407 5.38766
H -3.49114 0.23809 6.20744